(1)
Density functional theory data (ωB97M-V with the def2-TZVPD basis set) for a structure of composition C44H39HgOP2S2Se.

XYZ file:
```
90
Properties=species:S:1:pos:R:3:forces:R:3:mulliken_spin:R:1
Hg 0.1958 -0.9480 -0.8869 -0.15 -0.14 -0.48 0.0210
O -0.7710 2.7083 1.7743 -0.18 -0.32 -0.14 0.0302
S -0.9865 1.2344 1.4531 0.29 0.51 -0.14 0.0900
C -2.5238 1.2681 0.5007 -0.04 0.08 0.21 0.0126
C -3.7103 0.7231 0.9643 -0.05 -0.06 0.04 -0.0528
C -4.8813 0.9083 0.2456 0.03 -0.01 0.00 -0.0114
C -4.8675 1.6393 -0.9340 0.17 0.03 -0.02 0.0038
C -3.6597 2.1235 -1.4220 -0.18 -0.04 -0.07 -0.0017
C -2.4742 1.9187 -0.7272 0.03 0.13 -0.19 0.0208
P -0.8305 2.4373 -1.3867 -0.09 0.07 0.06 -0.0052
C -0.8061 1.7226 -3.0755 -0.07 0.17 -0.18 0.0011
C -1.6299 0.6907 -3.5146 -0.14 0.09 0.01 -0.0010
C -1.4297 0.1115 -4.7642 0.04 0.04 -0.03 -0.0001
C -0.4059 0.5519 -5.5874 0.03 0.03 0.10 0.0000
C 0.4291 1.5797 -5.1556 -0.05 0.00 -0.01 -0.0001
C 0.2316 2.1519 -3.9106 -0.05 0.06 0.01 0.0003
C -1.2053 4.2154 -1.7257 0.15 -0.11 -0.04 -0.0033
C -0.7994 5.1179 -0.7440 -0.02 0.14 0.11 -0.0057
C -1.0204 6.4824 -0.9008 0.02 -0.16 0.08 -0.0001
C -1.6378 6.9623 -2.0462 -0.03 0.01 -0.08 0.0003
C -2.0280 6.0730 -3.0392 0.02 -0.11 0.04 0.0000
C -1.8143 4.7078 -2.8757 -0.02 0.11 -0.16 0.0005
C -1.4115 0.3604 2.8595 0.09 0.13 -0.10 0.3052
C -2.3166 0.9333 3.7772 -0.05 0.06 0.34 -0.0741
C -2.5292 0.3858 5.0092 0.35 -0.48 0.01 0.1211
C -1.7830 -0.8063 5.3808 -0.27 0.31 -0.02 0.2196
C -0.9034 -1.3707 4.4852 0.02 0.14 -0.13 -0.1401
C -0.6645 -0.8367 3.2006 -0.29 -0.26 0.53 0.2950
P 0.4379 -1.5962 2.0335 0.43 -0.10 0.07 -0.0152
C 2.1477 -1.2555 2.6535 -0.12 0.17 -0.26 0.0738
C 2.4051 -0.4326 3.7431 0.09 0.01 0.15 -0.0271
C 3.7132 -0.0737 4.0676 -0.16 0.02 -0.01 -0.0034
C 4.7734 -0.5061 3.2873 0.01 -0.06 -0.02 -0.0016
C 4.5247 -1.3042 2.1748 -0.08 -0.02 0.03 0.0043
C 3.2231 -1.6647 1.8598 0.09 -0.15 -0.02 -0.0094
C 0.2789 -3.3909 2.3755 -0.16 0.07 0.15 0.0244
C 1.1840 -4.1601 3.1004 0.05 -0.12 -0.03 0.0104
C 0.9455 -5.5140 3.3245 0.02 0.07 -0.07 -0.0015
C -0.2053 -6.1103 2.8292 0.01 0.04 0.01 0.0020
C -1.1148 -5.3473 2.1038 -0.01 0.07 0.00 0.0040
C -0.8773 -3.9991 1.8765 -0.04 -0.06 -0.03 0.0086
H -3.7052 0.1397 1.8773 -0.02 0.06 -0.09 0.0111
H -5.8045 0.4693 0.6050 -0.01 0.03 0.01 -0.0004
H -5.7861 1.8147 -1.4822 0.02 -0.04 -0.03 0.0006
H -3.6373 2.6541 -2.3676 -0.02 -0.02 0.01 0.0008
H -2.4032 0.2982 -2.8644 0.08 -0.03 -0.08 0.0003
H -2.0661 -0.7076 -5.0769 0.00 -0.01 0.07 0.0000
H -0.2376 0.0810 -6.5481 -0.01 0.00 -0.05 0.0000
H 1.2439 1.9219 -5.7825 0.02 0.00 0.00 0.0000
H 0.8919 2.9453 -3.5736 0.06 -0.05 0.02 0.0000
H -0.3241 4.7280 0.1514 -0.03 0.02 -0.01 0.0053
H -0.7037 7.1707 -0.1263 -0.01 -0.01 0.02 -0.0001
H -1.8119 8.0256 -2.1682 0.02 -0.01 -0.01 0.0001
H -2.4960 6.4419 -3.9450 -0.02 -0.01 0.01 0.0000
H -2.1091 4.0197 -3.6611 0.02 0.02 0.01 -0.0002
H -2.8212 1.8553 3.5015 0.04 -0.06 -0.04 0.0203
H -3.2311 0.8421 5.6965 0.02 -0.02 0.05 0.0224
H -1.9165 -1.2516 6.3604 -0.03 -0.01 -0.02 0.0259
H -0.3662 -2.2689 4.7766 0.00 -0.01 0.00 0.0123
H 1.5713 -0.0638 4.3306 0.02 -0.02 0.02 0.0195
H 3.8977 0.5600 4.9277 -0.02 0.02 -0.01 -0.0004
H 5.7883 -0.2131 3.5334 -0.02 0.00 -0.01 -0.0019
H 5.3432 -1.6218 1.5393 -0.02 -0.01 -0.01 0.0004
H 3.0257 -2.2617 0.9735 0.02 0.04 -0.01 0.0004
H 2.0872 -3.7023 3.4859 -0.01 0.00 0.02 0.0009
H 1.6649 -6.1026 3.8826 0.00 0.01 0.02 0.0008
H -0.3921 -7.1637 3.0051 0.00 -0.01 -0.01 0.0012
H -2.0086 -5.8079 1.6980 0.00 0.02 0.00 -0.0004
H -1.5710 -3.4065 1.2822 0.03 -0.06 -0.01 -0.0099
Se -1.9741 -1.9500 -1.3268 -0.06 -0.30 0.15 -0.0007
C 4.1979 1.9034 -1.4593 -0.09 -0.10 0.02 0.0000
C 3.4632 1.9150 -0.2770 -0.03 -0.09 -0.08 -0.0012
C 2.3769 1.0595 -0.1223 0.19 0.08 -0.05 -0.0089
C 1.9875 0.1632 -1.1267 0.09 0.19 0.41 -0.0003
C 2.7485 0.1661 -2.2950 0.06 -0.11 -0.09 0.0014
C 3.8369 1.0184 -2.4681 0.00 0.04 0.08 0.0001
H 5.0408 2.5727 -1.5910 0.01 0.01 0.00 0.0000
H 3.7310 2.5930 0.5267 -0.01 0.00 -0.01 0.0001
H 1.8180 1.1071 0.8065 -0.03 0.00 -0.03 0.0053
H 2.4907 -0.5124 -3.1030 -0.03 0.06 -0.03 0.0000
H 4.3972 0.9969 -3.3977 0.00 -0.01 0.00 0.0000
C 0.3068 -5.0030 -1.3588 -0.05 0.02 0.01 0.0001
S 1.8456 -4.0871 -1.5218 0.15 -0.06 0.10 0.0001
C 1.6227 -3.4669 -3.1950 -0.05 0.06 -0.04 -0.0005
H 0.2801 -5.8310 -2.0725 -0.02 0.03 0.03 0.0000
H -0.5414 -4.3218 -1.5024 0.06 -0.06 0.04 0.0000
H 0.2795 -5.3937 -0.3413 -0.02 -0.01 -0.04 -0.0001
H 0.7897 -2.7603 -3.2224 0.00 -0.04 -0.04 0.0002
H 1.4304 -4.2923 -3.8847 0.03 0.04 0.01 0.0000
H 2.5468 -2.9641 -3.4824 -0.05 0.01 -0.01 -0.0001
```
Forces are in eV/Å.

Calculated values
2S+1 = 2
expectation value of S² = 0.761
HOMO-LUMO gap (alpha / beta) = 3.7 / 5.4 eV
charge = -2

---

(2)
Density functional theory data (ωB97M-V with the def2-TZVPD basis set) for a structure of composition C24H45ClLaP2 in a non-equilibrium geometry.

XYZ file:
```
73
Properties=species:S:1:pos:R:3:forces:R:3:lowdin_charge:R:1
La 0.5919 1.4190 -0.1094 0.08 -1.93 2.86 1.7601
C 0.2279 3.6439 -1.2237 0.53 -0.93 -0.64 -0.3317
C 1.6465 3.5085 -1.1964 -0.23 0.15 -0.56 -0.3364
C 0.8105 1.8148 -2.5378 0.29 1.11 0.44 -0.3491
C -0.3061 2.5926 -2.0559 1.24 0.71 0.16 -0.3538
C 2.0092 2.3821 -1.9860 -1.20 0.17 0.04 -0.3362
C -0.4982 4.3697 -0.1518 -0.39 0.65 0.06 -0.0465
H -0.1986 4.0018 0.8566 -0.16 0.28 -0.33 0.0552
H -1.5820 4.2623 -0.2535 0.16 0.22 0.08 0.0842
H -0.2281 5.4325 -0.2028 -0.29 -0.18 0.30 0.1099
C -1.6653 2.0266 -1.8875 -0.31 0.39 -0.70 -0.0861
H -2.3564 2.8145 -1.5697 -0.09 -0.47 -0.08 0.0844
H -1.7349 1.1977 -1.1208 -0.15 0.22 -0.32 0.0325
H -1.9896 1.6023 -2.8462 -0.26 -0.11 0.45 0.1090
C 0.6869 0.3929 -2.9252 0.05 0.14 -0.67 -0.1067
H -0.0888 0.2779 -3.6908 0.21 -0.33 0.16 0.1052
H 0.3694 -0.2710 -2.0759 0.06 -0.03 -0.24 0.0330
H 1.6443 -0.0021 -3.2864 -0.44 -0.07 0.07 0.0635
C 3.3119 1.6855 -1.8443 0.46 0.07 -0.54 -0.0293
H 4.0890 2.4376 -1.6631 0.04 -0.47 -0.11 0.0985
H 3.5194 1.1260 -2.7621 0.31 0.01 0.30 0.0958
H 3.3487 0.9667 -0.9897 -0.02 0.19 -0.27 0.0920
C 2.6018 4.3507 -0.4206 0.38 0.35 0.18 -0.0378
H 3.0618 5.1006 -1.0826 -0.11 -0.15 0.22 0.1068
H 3.4124 3.7553 0.0204 -0.21 0.15 -0.12 0.0807
H 2.1192 4.8750 0.4113 0.05 -0.10 -0.22 0.0821
C -0.1597 -1.3692 3.9731 -0.52 0.30 -0.09 -0.1256
C 0.2185 -0.2466 4.5910 -0.32 -0.49 0.02 -0.1491
C 1.4539 -0.0823 5.4182 0.65 0.38 -0.03 -0.1888
C 2.7273 -0.8805 4.9981 0.03 0.16 0.60 -0.1883
C 3.0541 -0.9661 3.5343 -0.08 0.30 -0.38 -0.1288
C 2.6069 -1.8595 2.6482 0.03 0.49 -0.03 -0.1398
C 1.5786 -2.9267 2.8689 -0.28 -0.41 0.22 -0.1971
C 0.5536 -2.6917 4.0139 0.29 -0.60 -0.09 -0.1991
H 1.2534 -0.3138 6.4796 -0.04 0.05 -0.34 0.1228
H 2.6831 -1.8810 5.4506 0.21 0.34 -0.17 0.1032
H 1.7126 0.9882 5.4016 -0.07 -0.26 0.01 0.0986
H 1.0650 -2.8829 4.9741 -0.51 0.21 -0.37 0.1071
H -1.1272 -1.3988 3.4288 0.62 0.24 0.33 0.1012
H -0.4238 0.6355 4.5823 0.02 -0.25 -0.23 0.0945
H -0.2250 -3.4651 3.8959 0.39 0.12 0.22 0.1107
H 1.0014 -3.0910 1.9402 0.34 0.09 0.19 0.1029
H 3.0178 -1.8432 1.6350 0.00 0.15 0.16 0.0893
H 2.1166 -3.8714 3.0694 -0.33 0.14 -0.12 0.1190
H 3.5745 -0.3360 5.4547 -0.33 -0.47 0.05 0.1133
H 3.7421 -0.1754 3.2058 -0.16 -0.50 -0.12 0.0968
P -4.7880 0.8290 0.0347 -0.98 -0.14 0.21 0.7667
C -6.1160 1.9212 -0.6476 0.36 0.15 -0.15 -0.3242
H -7.0718 1.7112 -0.1482 0.23 0.08 -0.16 0.0426
H -6.2144 1.7301 -1.7244 -0.04 0.18 0.24 0.0355
H -5.8360 2.9703 -0.4858 -0.22 -0.18 -0.13 0.0314
C -5.6892 -0.7549 -0.2665 0.36 -0.07 -0.11 -0.3288
H -6.7019 -0.7003 0.1550 0.24 -0.06 -0.12 0.0436
H -5.1338 -1.5768 0.2028 -0.24 0.06 -0.17 0.0322
H -5.7510 -0.9266 -1.3491 -0.01 -0.11 0.28 0.0347
C -5.2605 1.0131 1.8080 0.35 0.07 0.00 -0.3300
H -6.3446 0.8846 1.9237 0.27 0.03 0.05 0.0417
H -4.9668 2.0138 2.1488 -0.10 -0.24 0.09 0.0332
H -4.7300 0.2584 2.4016 -0.15 0.22 0.01 0.0319
P 1.2497 -2.9572 -3.4172 0.25 -0.82 -0.52 0.7812
C 2.9051 -2.9890 -4.2365 -0.01 0.24 0.20 -0.3199
H 3.0653 -3.9594 -4.7256 0.03 0.27 0.08 0.0436
H 3.6801 -2.8247 -3.4765 -0.04 -0.04 -0.28 0.0325
H 2.9533 -2.1867 -4.9844 0.12 -0.19 0.14 0.0334
C 1.3554 -4.6176 -2.6255 -0.11 0.17 0.25 -0.3263
H 1.6289 -5.3766 -3.3705 -0.04 0.13 0.24 0.0413
H 0.3754 -4.8595 -2.1942 0.29 -0.09 -0.02 0.0350
H 2.1070 -4.5895 -1.8263 -0.21 -0.14 -0.12 0.0341
C 0.2816 -3.4924 -4.8974 -0.21 0.26 0.17 -0.3172
H 0.6659 -4.4502 -5.2737 -0.12 0.27 0.02 0.0421
H 0.3609 -2.7265 -5.6801 -0.13 -0.23 0.12 0.0356
H -0.7702 -3.6073 -4.6036 0.20 -0.01 -0.25 0.0340
Cl 1.5187 2.1574 2.2889 -0.02 0.12 -0.40 -0.1818
```
Forces are in eV/Å.

Calculated values
2S+1 = 1
ΔE to the lowest compared entry with this formula, charge and spin = 7.3 kcal/mol
HOMO-LUMO gap = 7.7 eV
charge = +1

---

Q: Which of these has the highest 2S+1?
A: C44H39HgOP2S2Se

---

Q: What is the 2S+1 in the first record?
A: 2

---

Q: The highest charge belongs to which entry?
A: C24H45ClLaP2

---

Q: Which of these has the highest 2S+1?
A: C44H39HgOP2S2Se